No. 1
Here is a gas-phase ion, C3H5N2 (charge +1) in a non-equilibrium geometry from OMol25. Energies are from the ωB97M-V functional and the def2-TZVPD basis.

- Charge: +1
- Total energy: -226.44034 hartree
- HOMO-LUMO gap: 10.485 eV
- LUMO level: -5.2 eV
- ΔE to the lowest compared entry with this formula, charge and spin: 95.40 kcal per mole
- SMILES: C=NC1=[NH+]C1
- HOMO level: -15.64 eV

Last column: Mulliken charge in e.
Positions of all 10 atoms, in Å:
C: -0.238 0.095 0.229  0.5165
C: -1.570 0.653 -0.001  -0.3706
C: 2.191 -0.103 0.050  -0.1438
N: 0.965 0.157 -0.052  -0.0993
N: -1.122 -0.845 0.184  -0.2652
H: -2.218 0.974 0.711  0.2890
H: -1.886 0.891 -0.988  0.2496
H: 2.792 0.001 -0.847  0.2860
H: 2.635 -0.403 1.019  0.2752
H: -1.034 -1.756 -0.143  0.2626

---

No. 2
Here is 2 unconnected molecules or ions with the total composition CH4INS in a non-equilibrium geometry from OMol25. Energies are from the ωB97M-V functional and the def2-TZVPD basis.

- Total energy: -791.04406 hartree
- HOMO-LUMO gap (spin up / spin down): 7.370 / 7.370 eV
- LUMO level (spin up / spin down): -1.2 / -1.2 eV
- ΔE to the lowest compared entry with this formula, charge and spin: 45.39 kcal per mole
- SMILES: CN=S.I
- HOMO level (spin up / spin down): -8.59 / -8.59 eV

Last column: Mulliken charge in e.
Positions of all 8 atoms, in Å:
C: 0.912 -0.385 0.001  -0.7742
N: 0.211 0.603 -0.832  -0.1311
S: 0.415 0.615 -2.353  -0.0477
I: -2.799 0.660 1.850  -0.0872
H: 0.289 -1.003 0.519  0.3064
H: 1.779 -1.040 -0.344  0.3109
H: 1.446 0.116 0.761  0.3447
H: -2.252 0.435 0.398  0.0782